ORCA calculation (ωB97M-V/def2-TZVPD) on 3 unconnected molecules or ions with the total composition C2H10N2O3.

For the LUMO energy (spin up / spin down), the calculation gives 0.0170 / -0.0236 hartree. The electronic energy comes out at -417.18847 Eh. The calculation puts the orbital gap (spin up / spin down) at 9.857 / 7.504 eV. As for the energy above the lowest of the compared OMol25 structures with the same formula, charge and spin: 178.9 kcal/mol.

Positions of all 17 atoms, in Å:
C  -0.21671  1.53744  -1.40696
N  -1.29442  1.73233  -0.59726
N  -1.14316  -2.00347  -0.69645
O  -1.04547  -0.67724  -0.79834
O  -0.87130  1.85057  0.71022
H  -1.68963  1.82551  1.22486
H  -1.94392  -2.39430  -1.18525
H  -1.03204  -2.34973  0.25310
H  -0.16905  0.26899  -1.42013
H  0.74629  1.89210  -1.03486
H  -0.44077  1.83613  -2.42823
C  1.65306  -0.92100  1.22066
O  1.65767  0.48339  1.41203
H  0.77815  0.82960  1.20899
H  0.95652  -1.42886  1.90317
H  2.65815  -1.28145  1.44082
H  1.39663  -1.20003  0.19363